DFT (wB97M-V/def2-TZVPD) results for the molecule C4H11N3O.

Properties
F_max	7.299	eV Å⁻¹
multiplicity	3
expectation value of S²	2.01
energy above the lowest of the compared OMol25 structures with the same formula, charge and spin	361.53	kJ/mol
HOMO level (alpha / beta)	-5.904 / -9.376	eV
E_tot	-10833.46993	eV

Geometry (Å):
C (-1.527, 1.046, -0.772)
C (-2.046, -1.257, 0.127)
C (2.472, 1.130, 0.550)
C (-0.860, -0.367, -0.481)
N (1.082, -1.527, 0.433)
N (1.547, 0.452, -0.392)
N (0.244, -0.222, 0.478)
O (1.905, -0.915, -0.582)
H (-2.060, 0.903, -1.595)
H (-1.955, 1.160, 0.160)
H (-0.778, 1.892, -0.926)
H (-2.381, -0.768, 1.052)
H (-1.688, -2.271, 0.399)
H (-2.897, -1.243, -0.481)
H (1.854, 1.946, 0.900)
H (2.811, 0.503, 1.338)
H (3.223, 1.657, -0.129)
H (-0.570, -0.772, -1.365)
H (1.626, -1.349, 1.286)